(1)
The following is a quantum chemistry calculation of a structure of composition C14H17CoN3S, from the Open Molecules 2025 dataset.

Properties
Multiplicity = 4
LUMO (alpha / beta) = -1.17 / -1.20 eV
Expectation value of S² = 3.781
HOMO-LUMO gap (alpha / beta) = 5.81 / 6.77 eV
Relative energy (zero: lowest compared OMol25 entry of this formula, charge and spin) = 20.84 kcal per mole

Last column: natural (NBO) charge in e.
CARTESIAN COORDINATES (ANGSTROEM)
1 C 3.567 -4.098 1.207  -0.607
2 C 4.400 -3.767 -0.035  -0.605
3 H 3.978 -3.615 2.100  0.197
4 H 3.545 -5.178 1.393  0.202
5 H 2.532 -3.760 1.092  0.209
6 H 4.286 -2.715 -0.320  0.203
7 H 5.465 -3.950 0.141  0.197
8 H 4.094 -4.378 -0.892  0.204
9 C -1.399 1.189 2.537  0.078
10 C -1.983 2.183 3.314  -0.240
11 C -2.077 3.473 2.795  -0.144
12 C -1.584 3.722 1.519  -0.218
13 H -1.293 0.162 2.880  0.230
14 H -2.354 1.943 4.305  0.236
15 H -2.527 4.275 3.372  0.230
16 H -1.648 4.719 1.097  0.222
17 N -0.921 1.425 1.305  -0.507
18 C -1.007 2.678 0.788  0.173
19 C -0.459 2.843 -0.567  0.162
20 N 0.070 1.722 -1.142  -0.506
21 C 0.587 1.813 -2.382  0.084
22 C 0.069 4.148 -2.530  -0.144
23 C 0.606 2.997 -3.105  -0.242
24 H 0.992 0.893 -2.788  0.238
25 H 1.036 3.008 -4.101  0.234
26 C -0.466 4.063 -1.251  -0.218
27 H -0.890 4.942 -0.781  0.220
28 H 0.067 5.092 -3.065  0.229
29 Co 0.000 0.000 0.000  1.113
30 C 0.905 -1.155 -1.417  -1.120
31 H 1.885 -0.698 -1.606  0.170
32 H 0.268 -1.101 -2.310  0.197
33 H 1.039 -2.197 -1.129  0.210
34 S -1.418 -1.410 -0.029  -0.383
35 C -2.701 -2.687 -0.055  0.102
36 N -3.594 -3.576 -0.074  -0.404

(2)
The following is a quantum chemistry calculation of a structure of composition C3H3Cl2NS, from the Open Molecules 2025 dataset.

Properties
Multiplicity = 1
LUMO (alpha / beta) = -0.81 / -0.81 eV
HOMO-LUMO gap (alpha / beta) = 8.58 / 8.58 eV
Relative energy (zero: lowest compared OMol25 entry of this formula, charge and spin) = 40.13 kcal per mole

Last column: natural (NBO) charge in e.
CARTESIAN COORDINATES (ANGSTROEM)
1 C -0.684 -0.657 -0.524  0.076
2 C -1.357 0.456 0.317  -0.240
3 C 1.420 -0.248 0.268  -0.238
4 N 0.528 -0.882 -0.561  -0.395
5 S 0.597 0.687 1.635  0.055
6 Cl -1.724 1.887 -0.553  0.053
7 Cl 2.431 0.758 -0.727  -0.007
8 H -1.133 -1.228 -1.356  0.224
9 H -2.224 0.318 0.906  0.228
10 H 2.148 -1.091 0.594  0.245

(3)
The following is a quantum chemistry calculation of a structure of composition C29H39N3O20V, from the Open Molecules 2025 dataset.

Properties
Net charge = +1
Multiplicity = 1
LUMO = -7.12 eV
HOMO-LUMO gap = 3.04 eV

Last column: Löwdin charge in e.
CARTESIAN COORDINATES (ANGSTROEM)
1 C -6.842 0.737 -1.948  -0.024
2 C -7.131 2.186 -1.636  -0.310
3 C -7.898 2.414 -0.341  -0.197
4 O -8.436 3.709 -0.276  -0.166
5 C -9.125 4.018 0.891  -0.108
6 N -5.940 3.099 -1.850  0.263
7 H -5.726 3.078 -2.837  0.166
8 H -6.152 4.077 -1.714  0.171
9 H -5.109 2.813 -1.353  0.177
10 H -6.362 0.556 -2.910  0.091
11 H -7.739 0.130 -1.827  0.106
12 H -6.119 0.356 -1.227  0.099
13 H -7.891 2.535 -2.335  0.156
14 H -7.165 2.399 0.466  0.135
15 H -8.539 1.589 -0.032  0.148
16 H -8.511 4.043 1.791  0.093
17 H -9.844 3.266 1.214  0.094
18 H -9.667 4.963 0.841  0.103
19 O 0.367 2.648 -6.251  -0.218
20 V -0.489 1.348 -6.109  1.263
21 O 0.131 0.146 -6.952  -0.221
22 O -1.928 0.644 -0.217  0.074
23 C -0.868 0.473 -0.979  -0.914
24 O 0.164 0.502 -0.333  0.010
25 O -0.906 0.394 -2.242  -0.088
26 H -1.322 0.747 0.520  0.089
27 C -1.533 -5.821 -2.668  -0.306
28 O -1.880 -6.526 -3.676  -0.061
29 N -0.367 -6.056 -2.062  -0.175
30 C 0.605 -7.073 -2.540  -0.040
31 C 0.101 -5.304 -0.867  -0.048
32 H -2.071 -4.988 -2.189  0.129
33 H 1.557 -6.657 -2.870  0.081
34 H 0.342 -7.754 -3.350  0.087
35 H 0.928 -7.687 -1.700  0.084
36 H 1.140 -5.039 -1.063  0.084
37 H -0.497 -4.436 -0.592  0.081
38 H 0.051 -5.848 0.077  0.083
39 C 4.766 -1.832 -6.767  -0.349
40 O 5.301 -2.147 -7.841  0.000
41 N 4.715 -0.630 -6.185  -0.193
42 C 4.222 -0.524 -4.754  -0.027
43 C 5.307 0.595 -6.657  -0.053
44 H 4.144 -2.489 -6.139  0.124
45 H 3.620 -1.390 -4.478  0.080
46 H 3.619 0.384 -4.730  0.070
47 H 5.031 -0.396 -4.036  0.088
48 H 5.524 0.612 -7.725  0.095
49 H 4.648 1.421 -6.391  0.078
50 H 6.244 0.725 -6.115  0.094
51 C 4.607 -3.068 4.557  0.061
52 C 3.511 -2.679 3.789  -0.179
53 C 2.088 -3.175 4.068  -0.344
54 O 1.092 -2.803 3.516  0.126
55 C 2.039 -4.232 5.058  0.059
56 C 3.146 -4.714 5.675  -0.202
57 C 4.540 -4.109 5.549  -0.305
58 O 5.573 -4.389 6.201  0.084
59 O 2.997 -5.785 6.484  0.096
60 O 3.612 -1.834 2.755  0.110
61 H 5.620 -2.813 4.280  0.130
62 H 1.133 -4.806 5.182  0.134
63 H 3.837 -6.224 6.637  0.117
64 H 2.750 -1.671 2.366  0.112
65 C 5.130 5.224 -0.634  0.077
66 C 3.837 5.067 -0.765  -0.235
67 C 3.086 5.405 -2.040  -0.253
68 O 1.795 5.332 -2.077  0.035
69 C 3.965 5.591 -3.171  0.049
70 C 5.295 5.786 -3.074  -0.218
71 C 5.998 5.787 -1.731  -0.256
72 O 7.168 6.172 -1.681  0.113
73 O 6.074 5.948 -4.159  0.113
74 O 3.006 4.508 0.174  0.087
75 H 5.560 4.972 0.324  0.137
76 H 3.517 5.642 -4.153  0.129
77 H 6.929 6.282 -3.877  0.113
78 H 2.293 4.039 -0.266  0.108
79 C -3.230 -0.172 6.986  0.082
80 C -3.034 0.791 6.001  -0.193
81 C -1.618 1.253 5.666  -0.290
82 O -1.404 1.931 4.677  0.105
83 C -0.546 0.603 6.517  0.100
84 C -0.814 -0.273 7.538  -0.226
85 C -2.158 -0.769 7.798  -0.304
86 O -2.357 -1.783 8.507  0.092
87 O 0.139 -0.935 8.260  0.094
88 O -4.030 1.306 5.229  0.086
89 H -4.245 -0.541 7.008  0.125
90 H 0.500 0.860 6.444  0.126
91 H -0.268 -1.691 8.689  0.103
92 H -3.606 1.953 4.659  0.098

(4)
The following is a quantum chemistry calculation of a structure of composition CH2BrI, from the Open Molecules 2025 dataset.

Properties
Multiplicity = 1
LUMO = -0.35 eV
HOMO-LUMO gap = 9.43 eV
Relative energy (zero: lowest compared OMol25 entry of this formula, charge and spin) = 1.83 kcal per mole

Last column: natural (NBO) charge in e.
CARTESIAN COORDINATES (ANGSTROEM)
1 C -0.171 0.093 0.008  -0.575
2 Br -0.458 -1.778 0.010  0.064
3 I 2.031 0.635 0.048  0.085
4 H -0.796 0.460 0.761  0.212
5 H -0.606 0.590 -0.827  0.215

(5)
The following is a quantum chemistry calculation of the ion C4H8NO2 with charge -1, from the Open Molecules 2025 dataset.

Properties
Net charge = -1
Structure (SMILES) = CC(=O)NCC[O-]
Multiplicity = 1
LUMO = 4.06 eV
HOMO-LUMO gap = 6.68 eV
Relative energy (zero: lowest compared OMol25 entry of this formula, charge and spin) = 45.27 kcal per mole

Last column: natural (NBO) charge in e.
CARTESIAN COORDINATES (ANGSTROEM)
1 C -1.905 0.249 -0.152  -0.740
2 C -0.841 1.019 -0.910  0.685
3 O -1.186 1.924 -1.666  -0.680
4 N 0.435 0.802 -0.539  -0.609
5 C 1.008 -0.522 -0.261  -0.257
6 C 1.473 -0.706 1.207  -0.027
7 O 0.425 -0.818 2.047  -0.963
8 H -2.006 -0.748 -0.610  0.211
9 H -1.585 0.057 0.874  0.286
10 H -2.905 0.662 -0.238  0.212
11 H 1.044 1.501 -0.943  0.376
12 H 1.750 -0.793 -1.025  0.155
13 H 0.164 -1.203 -0.383  0.189
14 H 2.050 0.221 1.453  0.086
15 H 2.079 -1.644 1.147  0.074

(6)
The following is a quantum chemistry calculation of a structure of composition C6H6Br2O2RhSTe, from the Open Molecules 2025 dataset.

Properties
Net charge = +1
Multiplicity = 1
LUMO = -5.58 eV
HOMO-LUMO gap = 7.29 eV

Last column: natural (NBO) charge in e.
CARTESIAN COORDINATES (ANGSTROEM)
1 Rh -2.473 -0.032 0.716  0.395
2 Br -2.880 -0.644 3.171  0.117
3 C -2.408 -1.782 1.646  -0.534
4 Br -2.189 -0.706 -1.531  -0.313
5 H -3.242 -2.439 1.412  0.232
6 H -1.493 -2.323 1.853  0.218
7 O -0.511 2.389 0.092  -0.731
8 C -1.757 2.725 -0.149  0.689
9 O -2.737 2.035 0.065  -0.605
10 H -1.844 3.727 -0.579  0.185
11 Te -0.143 0.611 0.991  1.502
12 C 1.222 -0.066 -0.342  -0.703
13 C 2.534 -0.068 0.112  -0.194
14 C 3.437 -0.501 -0.871  -0.264
15 C 2.795 -0.813 -2.040  -0.351
16 S 1.115 -0.600 -1.969  0.595
17 H 2.828 0.240 1.107  0.242
18 H 4.504 -0.580 -0.728  0.255
19 H 3.244 -1.171 -2.955  0.266

| no. | calculated total energy (Ha) |
| --- | --- |
| 1 | -2488.77373 |
| 2 | -1489.34993 |
| 3 | -3740.91993 |
| 4 | -2910.98390 |
| 5 | -362.45209 |
| 6 | -6307.23007 |